No. 1
Formula: C4H8O2S2
Source: the OMol25 dataset
Level of theory: ωB97M-V/def2-TZVPD

Values from the calculation:
LUMO energy: -4.700 eV
Calculated total energy: -1103.874937 hartree
Gap between HOMO and LUMO: 4.3 eV
Highest occupied orbital energy: -9.038 eV

Last column: Mulliken charge in e.
Element x y z (Å)
1 C -1.2998 1.0663 1.0226  0.196
2 H -0.7123 -2.1329 -1.7516  0.252
3 O -1.8151 1.7893 0.1565  -0.532
4 C -2.5140 -0.9662 -1.6460  -0.500
5 O -1.8404 0.1720 1.6764  -0.512
6 H -0.8775 -1.1833 -0.2838  -0.145
7 S 1.5309 -1.2258 0.6846  0.100
8 H 3.2000 1.3359 0.6664  0.342
9 H 2.5549 2.3552 -0.5889  0.321
10 H -2.9392 -0.2303 -0.9741  0.238
11 C 2.2768 1.5986 0.1534  -0.755
12 S 1.4756 0.2300 -0.6660  0.314
13 H -2.8691 -1.2136 -2.6357  0.260
14 H 1.5885 2.0319 0.8786  0.332
15 C -1.3981 -1.5111 -1.1769  -0.139
16 H -0.2259 1.2667 1.2240  0.228

Cartesian forces (eV/Å) of the 2 atoms listed first:
C 0.3 0.7 -0.6
H -0.5 -0.4 -0.3

No. 2
Formula: C4H8O2Si
Source: the OMol25 dataset
Level of theory: ωB97M-V/def2-TZVPD

Values from the calculation:
LUMO energy (alpha / beta): 0.572 / -2.647 eV
Calculated total energy: -597.043783 hartree
Gap between HOMO and LUMO (alpha / beta): 6.5 / 7.5 eV
Multiplicity: 3
Highest occupied orbital energy (alpha / beta): -5.958 / -10.117 eV

Last column: Löwdin spin population.
Element x y z (Å)
1 H 1.7610 0.0112 1.3345  0.000
2 H 0.9184 1.5761 1.4102  0.000
3 H 0.1557 0.1216 2.0770  0.004
4 C 0.1433 0.2099 -0.0734  0.036
5 H 1.7693 -0.0366 -1.4437  0.000
6 C -1.4192 -1.5123 -0.0337  0.507
7 C 1.0090 0.7104 -1.2343  0.004
8 H 0.3869 0.8382 -2.1171  0.000
9 O -1.0855 0.9380 -0.0993  0.292
10 Si -2.6689 0.4155 0.0577  1.045
11 H 1.4801 1.6577 -0.9879  0.001
12 H -1.7306 -2.1483 -0.8605  0.025
13 C 0.7944 0.5042 1.2839  0.005
14 H -1.5357 -2.0574 0.9048  0.030
15 O 0.0216 -1.2281 -0.2181  0.051

Cartesian forces (eV/Å) of the 2 atoms listed first:
H 0.1 0.0 0.1
H 0.0 0.1 0.0

No. 3
Formula: C4H8O3
Source: the OMol25 dataset
Level of theory: ωB97M-V/def2-TZVPD

Values from the calculation:
LUMO energy: 0.838 eV
Calculated total energy: -382.936079 hartree
Gap between HOMO and LUMO: 11.2 eV
Highest occupied orbital energy: -10.329 eV
SMILES string: COC(=O)CCO

Last column: Mulliken charge in e.
Element x y z (Å)
1 C 2.0318 1.1099 -1.4257  -0.642
2 H -2.6493 -1.3233 0.8483  0.339
3 C 0.2653 0.1971 -0.1895  0.676
4 C -1.8325 -0.5994 0.9176  -0.498
5 O 0.9567 0.1744 -1.3337  -0.321
6 H -2.2480 0.4007 0.7305  0.283
7 C -0.7479 -0.9184 -0.1116  -0.394
8 O 0.4612 1.0147 0.6862  -0.619
9 H -0.2112 -1.8091 0.2431  0.243
10 H 1.6771 2.1353 -1.3208  0.285
11 H 2.7617 0.9097 -0.6423  0.298
12 O -1.3078 -0.6642 2.2217  -0.534
13 H 2.4818 0.9664 -2.4065  0.227
14 H -0.7084 0.0939 2.2609  0.340
15 H -1.1272 -1.1354 -1.1153  0.317

Cartesian forces (eV/Å) of the 2 atoms listed first:
C 0.2 0.2 0.0
H 0.2 0.1 0.0

No. 4
Formula: C4H8O3
Source: the OMol25 dataset
Level of theory: ωB97M-V/def2-TZVPD

Values from the calculation:
LUMO energy: 0.385 eV
Calculated total energy: -382.879503 hartree
Gap between HOMO and LUMO: 10.7 eV
Highest occupied orbital energy: -10.313 eV
SMILES string: C[C@@H](O)C=O.C=O

Last column: Mulliken charge in e.
Element x y z (Å)
1 O 0.6903 0.8771 -1.8276  -0.561
2 H 0.4885 1.7309 -1.4104  0.360
3 H -1.3663 -1.6742 -1.0514  0.362
4 H -0.6650 -1.2250 -2.6239  0.339
5 H 0.4073 0.8992 2.7360  0.301
6 O 1.7232 -0.1394 1.6048  -0.385
7 C -1.0098 -0.8373 -1.6632  -1.288
8 H 0.9211 -0.8168 -0.6894  0.227
9 H -1.8433 -0.1504 -1.8448  0.317
10 H 1.0798 -0.7184 3.4248  0.263
11 C 1.0694 0.0216 2.6067  -0.158
12 C -0.3956 0.5433 0.2682  -0.076
13 C 0.1435 -0.0970 -0.9860  0.322
14 O -0.4162 1.7405 0.4404  -0.578
15 H -0.8269 -0.1541 1.0158  0.554

Cartesian forces (eV/Å) of the 2 atoms listed first:
O 0.0 0.2 0.0
H 0.1 0.0 -0.1

No. 5
Formula: C4H8O3
Source: the OMol25 dataset
Level of theory: ωB97M-V/def2-TZVPD

Values from the calculation:
LUMO energy: 0.871 eV
Calculated total energy: -382.925885 hartree
Gap between HOMO and LUMO: 11.3 eV
Highest occupied orbital energy: -10.440 eV
SMILES string: C[C@@H](O)COC=O

Last column: Mulliken charge in e.
Element x y z (Å)
1 H -1.9823 2.0305 -0.5196  0.363
2 H -0.2091 0.1985 1.8513  0.332
3 H -1.3097 1.1024 -1.8821  0.383
4 H -0.2065 -1.4461 0.5433  0.488
5 C 2.2627 -1.0178 0.5063  0.171
6 O -0.8071 0.7736 1.3744  -0.554
7 H 0.4066 1.3762 -0.1986  0.185
8 C 0.0390 -0.7791 -0.2859  -0.872
9 H -2.3855 0.2985 -0.6898  0.353
10 H -0.4656 -1.2008 -1.1474  0.341
11 O 1.9622 -0.8771 1.6664  -0.482
12 O 1.4498 -0.8994 -0.5467  -0.316
13 H 3.2627 -1.2851 0.1373  0.360
14 C -1.6043 1.0524 -0.8303  -1.487
15 C -0.4127 0.6729 0.0213  0.737

Cartesian forces (eV/Å) of the 2 atoms listed first:
H 0.0 -0.2 -0.1
H 0.3 0.0 0.6

No. 6
Formula: C4H8O3
Source: the OMol25 dataset
Level of theory: ωB97M-V/def2-TZVPD

Values from the calculation:
LUMO energy: 0.390 eV
Calculated total energy: -382.843159 hartree
Gap between HOMO and LUMO: 9.9 eV
Highest occupied orbital energy: -9.545 eV
SMILES string: C=C[C@H](O)C=O.O

Last column: Mulliken charge in e.
Element x y z (Å)
1 C 0.8822 -0.5686 -0.4970  0.375
2 H -1.6893 -0.0891 -1.2758  0.260
3 O 2.7958 0.4310 0.5844  -0.481
4 H -0.8877 0.7425 1.0336  0.436
5 H 2.1060 -1.3841 1.1515  0.336
6 H -1.6015 1.7504 -1.2196  0.281
7 O 0.0619 -1.6864 -0.2501  -0.529
8 C 2.0453 -0.5009 0.4847  -0.020
9 H 0.7692 1.6123 -0.5441  0.363
10 C 0.1200 0.7451 -0.4979  -0.904
11 H -0.6153 -1.4277 0.3987  0.387
12 H 1.3395 -0.7397 -1.4809  0.307
13 C -1.1218 0.7988 -1.0452  -0.406
14 O -1.7501 0.0813 1.2578  -0.666
15 H -2.4540 0.2350 1.8998  0.261

Cartesian forces (eV/Å) of the 2 atoms listed first:
C -0.1 0.0 0.4
H 0.0 -0.1 0.1

No. 7
Formula: C4H8O3
Source: the OMol25 dataset
Level of theory: ωB97M-V/def2-TZVPD

Values from the calculation:
LUMO energy (alpha / beta): 0.209 / -0.809 eV
Calculated total energy: -382.713366 hartree
Gap between HOMO and LUMO (alpha / beta): 8.9 / 6.4 eV
Highest occupied orbital energy (alpha / beta): -8.674 / -7.202 eV

Last column: Mulliken charge in e.
Element x y z (Å)
1 H -0.8677 -2.2403 0.0179  0.359
2 H -0.3564 -0.6067 1.7024  0.364
3 H 0.3186 1.3377 -1.3879  0.331
4 H 0.2709 -0.0904 -2.4550  0.327
5 C 0.8070 1.1511 1.1530  -0.189
6 O -0.9715 -1.6086 -0.7123  -0.477
7 H 2.0690 -0.8348 1.5276  0.314
8 O 1.9488 1.2710 1.5240  -0.390
9 H -1.2234 0.7246 -2.0069  0.336
10 C -0.2380 0.4333 -1.6349  -1.080
11 O 1.4333 -1.1961 0.8721  -0.525
12 C -0.4464 -0.4213 -0.4090  0.193
13 H -1.2994 1.6688 0.6530  0.122
14 C 0.3301 -0.3249 0.8859  0.285
15 H -1.7750 0.7366 0.2699  0.030

Cartesian forces (eV/Å) of the 2 atoms listed first:
H 0.0 0.2 -0.2
H 0.0 0.2 0.1

No. 8
Formula: C4H8O3
Source: the OMol25 dataset
Level of theory: ωB97M-V/def2-TZVPD

Values from the calculation:
LUMO energy: 0.851 eV
Calculated total energy: -382.903794 hartree
Gap between HOMO and LUMO: 10.9 eV
Highest occupied orbital energy: -10.033 eV
SMILES string: CO[C@@](C)(O)C=O

Last column: Mulliken charge in e.
Element x y z (Å)
1 H 2.2940 -0.1844 0.1957  0.384
2 H -2.5645 -1.2016 0.8181  0.238
3 O -0.9996 0.0624 0.6182  -0.385
4 C 1.3157 -0.6730 0.2977  -1.437
5 H -2.3401 -0.5755 -0.8388  0.241
6 C 0.1948 0.3085 -0.0831  1.181
7 C 0.6658 1.6845 0.3745  -0.178
8 H 1.3011 -1.5301 -0.3787  0.375
9 H -1.2585 -1.8436 -0.2124  0.300
10 H 1.2035 -1.0023 1.3346  0.331
11 O 0.0063 0.3267 -1.4607  -0.591
12 H 0.6861 1.8536 1.4657  0.367
13 H 0.2702 1.2140 -1.7610  0.344
14 C -1.8268 -0.9437 0.0548  -0.668
15 O 1.0521 2.5047 -0.4247  -0.502

Cartesian forces (eV/Å) of the 2 atoms listed first:
H -0.2 -0.1 -0.1
H 0.1 0.1 -0.1

Q: calculated total energy of number 2 (C4H8O2Si)?
A: -597.043783 hartree

Q: calculated total energy of number 4 (C4H8O3)?
A: -382.879503 hartree

Please write out number 4 again, unchanged.
Formula: C4H8O3
Source: the OMol25 dataset
Level of theory: ωB97M-V/def2-TZVPD

Values from the calculation:
LUMO energy: 0.385 eV
Calculated total energy: -382.879503 hartree
Gap between HOMO and LUMO: 10.7 eV
Highest occupied orbital energy: -10.313 eV
SMILES string: C[C@@H](O)C=O.C=O

Last column: Mulliken charge in e.
Element x y z (Å)
1 O 0.6903 0.8771 -1.8276  -0.561
2 H 0.4885 1.7309 -1.4104  0.360
3 H -1.3663 -1.6742 -1.0514  0.362
4 H -0.6650 -1.2250 -2.6239  0.339
5 H 0.4073 0.8992 2.7360  0.301
6 O 1.7232 -0.1394 1.6048  -0.385
7 C -1.0098 -0.8373 -1.6632  -1.288
8 H 0.9211 -0.8168 -0.6894  0.227
9 H -1.8433 -0.1504 -1.8448  0.317
10 H 1.0798 -0.7184 3.4248  0.263
11 C 1.0694 0.0216 2.6067  -0.158
12 C -0.3956 0.5433 0.2682  -0.076
13 C 0.1435 -0.0970 -0.9860  0.322
14 O -0.4162 1.7405 0.4404  -0.578
15 H -0.8269 -0.1541 1.0158  0.554

Cartesian forces (eV/Å) of the 2 atoms listed first:
O 0.0 0.2 0.0
H 0.1 0.0 -0.1